(1)
The following is a DFT calculation (the ωB97M-V functional and the def2-TZVPD basis) of a molecular structure, C21H14Cl2N5O6SSn.

## Properties
HOMO-LUMO gap   7.0 eV
E_tot   -83451.10185 eV
HOMO level   -4.88 eV
Charge   -1
M   654.1 g/mol
LUMO level   0.07943 Ha

Atoms and positions in Å:
1 Sn -0.4843 -1.0865 -1.2930
2 Cl -4.6895 1.7858 -1.5713
3 C -3.7413 1.5538 -0.1361
4 C -4.1007 2.2535 1.0274
5 C -3.3781 2.1153 2.1739
6 Cl -3.8540 3.0001 3.5997
7 C -2.2455 1.2652 2.2159
8 C -1.4193 1.0678 3.3432
9 C -0.3376 0.2385 3.2594
10 C -0.0732 -0.4128 2.0398
11 N -0.8373 -0.2659 0.9843
12 C -1.9075 0.5645 1.0410
13 C -2.6569 0.6943 -0.1805
14 O -2.3022 0.0331 -1.2391
15 H -4.9603 2.9084 1.0010
16 H -1.6526 1.5829 4.2653
17 H 0.3206 0.0642 4.0996
18 H 0.7908 -1.0538 1.9199
19 C -1.0418 1.2384 -5.3143
20 C -0.4735 0.9424 -3.9446
21 O -0.6428 -0.2005 -3.5123
22 C 0.2526 1.9810 -3.2231
23 C 0.4790 3.2225 -3.8541
24 C 1.2150 4.2211 -3.2722
25 C 1.7691 3.9926 -2.0017
26 C 1.5690 2.8062 -1.3515
27 C 0.7941 1.7598 -1.9206
28 O 0.6312 0.6962 -1.2041
29 H -1.5656 0.3514 -5.6587
30 H -0.2497 1.4910 -6.0202
31 H -1.7355 2.0786 -5.2705
32 H 0.0607 3.3933 -4.8367
33 H 1.3699 5.1619 -3.7824
34 H 2.3609 4.7662 -1.5263
35 H 1.9848 2.6190 -0.3701
36 N 1.3620 -1.9195 5.2712
37 C 1.1035 -2.8387 4.6217
38 N 0.8022 -3.9508 3.9621
39 C 0.6265 -3.9800 2.7244
40 N 0.3199 -4.0934 1.5850
41 C 3.2309 -3.6936 -1.2399
42 S 2.4792 -3.2693 0.3017
43 O 0.3767 -4.4979 -0.8087
44 O 3.3624 -3.6189 1.3936
45 O 2.0349 -1.8851 0.2284
46 H 3.4390 -4.7590 -1.2288
47 H 4.1381 -3.0949 -1.2998
48 H 2.5322 -3.4433 -2.0336
49 N 1.2281 -5.6925 -0.0856
50 C 1.0669 -4.4419 0.3445

Here are the Mulliken charges for atoms 1 to 2, given in e: atom 1 (Sn): 0.77, atom 2 (Cl): -0.25

(2)
The following is a DFT calculation (the ωB97M-V functional and the def2-TZVPD basis) of a gas-phase ion, C4H13N2S (charge +1).

## Properties
HOMO-LUMO gap   9.8 eV
E_tot   -18167.52810 eV
HOMO level   -12.97 eV
Charge   +1
M   121.2 g/mol
LUMO level   -0.11548 Ha
Energy relative to the best compared isomer or geometry (same formula, charge and spin)   22.2 kcal per mole
SMILES string   NC[C@H]([NH3+])CCS

Atoms and positions in Å:
1 N -2.2438 1.8722 0.0220
2 C -2.3151 0.5287 -0.4882
3 C -1.1424 -0.4092 -0.0687
4 N -0.5867 0.1955 1.2087
5 C 0.0479 -0.3357 -1.0455
6 C 1.2119 -1.2710 -0.6700
7 S 2.4802 -0.3382 0.3560
8 H -3.0674 2.1791 0.5029
9 H -1.6601 2.4389 -0.5618
10 H -2.4922 0.4671 -1.5694
11 H -3.1492 0.0175 0.0089
12 H -1.3376 -1.4765 0.0233
13 H -1.3138 0.1445 1.9250
14 H -0.4500 1.2081 1.1106
15 H 0.2183 -0.3133 1.5858
16 H 0.3842 0.6918 -1.2275
17 H -0.3054 -0.6881 -2.0233
18 H 1.6220 -1.5100 -1.6509
19 H 0.9745 -2.1495 -0.0835
20 H 3.4931 -1.1320 0.0408

Here are the Mulliken charges for atoms 1 to 2, given in e: atom 1 (N): -0.51, atom 2 (C): -0.76

(3)
The following is a DFT calculation (the ωB97M-V functional and the def2-TZVPD basis) of a gas-phase ion, C8H5N2 (charge +1).

## Properties
HOMO-LUMO gap   6.8 eV
E_tot   -11337.98315 eV
HOMO level   -13.11 eV
Charge   +1
M   129.1 g/mol
LUMO level   -0.23331 Ha
Energy relative to the best compared isomer or geometry (same formula, charge and spin)   167.8 kcal per mole

Atoms and positions in Å:
1 C -1.9619 -0.1461 0.0535
2 C -2.7024 -0.9337 -0.6279
3 C -0.8373 1.3346 1.9166
4 C -1.0823 1.5187 3.1475
5 C -1.2458 0.6617 0.7268
6 C -3.4548 -1.7430 -1.2962
7 C 3.5912 0.8188 1.1798
8 C 0.0406 1.6186 0.6574
9 N 1.3543 1.4362 0.5896
10 N 2.4367 1.2524 1.0619
11 H -4.3086 -2.2331 -0.8513
12 H -3.2725 -1.9740 -2.3347
13 H 4.3028 1.3575 1.7905
14 H 3.9132 -0.1036 0.7078
15 H -0.2655 2.4971 0.0857

Here are the Mulliken charges for atoms 1 to 2, given in e: atom 1 (C): -0.17, atom 2 (C): 0.51

(4)
The following is a DFT calculation (the ωB97M-V functional and the def2-TZVPD basis) of 2 unconnected molecules or ions with the total composition C4H7FO2S.

## Properties
HOMO-LUMO gap (spin up / spin down)   8.4 / 8.4 eV
E_tot   -21904.97880 eV
HOMO level (spin up / spin down)   -9.57 / -9.57 eV
M   138.2 g/mol
LUMO level (spin up / spin down)   -0.04381 / -0.04380 Ha
Energy relative to the best compared isomer or geometry (same formula, charge and spin)   91.9 kcal per mole
SMILES string   CC=S(=O)=O.C=CF

Atoms and positions in Å:
1 C 0.0109 0.0637 2.3600
2 C -0.0561 -0.4770 0.9791
3 S 0.7471 -1.9065 0.5831
4 O 0.6958 -2.2448 -0.8286
5 O 1.9542 -2.2138 1.4015
6 H -0.1152 1.1263 2.2703
7 H 1.0336 -0.1681 2.6653
8 H -0.8596 -0.3225 2.9699
9 H -1.1793 -0.5761 0.7626
10 C -0.2509 0.4654 -3.0462
11 C 0.6725 1.0453 -2.3479
12 F 1.5324 0.2934 -1.5938
13 H -0.3351 -0.5391 -2.9404
14 H -0.8983 1.0573 -3.6858
15 H 0.7909 2.0981 -2.2849

Here are the Mulliken charges for atoms 1 to 2, given in e: atom 1 (C): -0.98, atom 2 (C): -0.03

(5)
The following is a DFT calculation (the ωB97M-V functional and the def2-TZVPD basis) of 9 unconnected molecules or ions with the total composition C69H150N8O9.

## Properties
HOMO-LUMO gap   8.3 eV
E_tot   -104325.19730 eV
HOMO level   -7.72 eV
M   1236.0 g/mol
LUMO level   0.02030 Ha
Energy relative to the best compared isomer or geometry (same formula, charge and spin)   0.0 kcal per mole
SMILES string   CC1(C)CCCC(C)(C)N1O.CC1(C)CCCC(C)(C)N1O.CC1(C)CCCC(C)(C)N1O.CC1(C)CCCC(C)(C)N1O.CC1(C)CCCC(C)(C)N1O.CC1(C)CCCC(C)(C)N1O.CC1(C)CCCC(C)(C)N1O.COC[C@H](C)N.CCO

Atoms and positions in Å:
1 C 7.9503 1.4696 1.5075
2 C 6.6478 1.8090 0.7975
3 C 6.4339 3.3632 0.7070
4 C 6.7012 1.2995 -0.6502
5 C 5.3447 1.1355 -1.3439
6 C 4.4630 0.2277 -0.5119
7 C 4.2536 0.7841 0.9207
8 C 3.3254 2.0322 0.8717
9 C 3.5074 -0.3010 1.6935
10 N 5.5507 1.1289 1.5101
11 O 5.4711 1.4823 2.8581
12 H 7.9984 1.6250 2.5856
13 H 8.1382 0.4046 1.3511
14 H 8.8044 2.0171 1.1050
15 H 7.3609 3.8045 0.3339
16 H 5.6747 3.7056 0.0069
17 H 6.2511 3.6845 1.7326
18 H 7.3447 1.9146 -1.2810
19 H 7.1552 0.3028 -0.6486
20 H 4.8746 2.1084 -1.4964
21 H 5.5823 0.6495 -2.2926
22 H 5.0341 -0.6948 -0.3622
23 H 3.4999 -0.0521 -0.9395
24 H 3.6183 2.9689 0.3906
25 H 3.1083 2.4191 1.8723
26 H 2.3288 1.8545 0.4559
27 H 2.5222 -0.3558 1.2271
28 H 3.3680 -0.0668 2.7487
29 H 4.0036 -1.2689 1.6087
30 H 5.9359 0.7799 3.3256
31 C 1.9338 -2.7118 -2.1350
32 C 2.2819 -4.0569 -1.4462
33 C 3.5879 -3.9539 -0.6819
34 C 1.1731 -4.4008 -0.4295
35 C -0.1021 -5.0237 -0.9987
36 C 0.2429 -6.1693 -1.9157
37 C 1.2009 -5.7272 -3.0565
38 C 1.6169 -7.0199 -3.8260
39 C 0.4392 -4.9346 -4.1620
40 N 2.3599 -5.0726 -2.4993
41 O 3.4233 -4.9532 -3.4036
42 H 0.9097 -2.6540 -2.5032
43 H 1.9413 -1.8624 -1.4425
44 H 2.7069 -2.4883 -2.8727
45 H 3.7464 -4.9149 -0.1821
46 H 4.5129 -3.8377 -1.2460
47 H 3.5044 -3.2138 0.1151
48 H 1.6136 -5.0856 0.2975
49 H 0.8513 -3.4636 0.0304
50 H -0.7358 -5.4232 -0.2050
51 H -0.6530 -4.2703 -1.5675
52 H -0.6662 -6.4911 -2.4326
53 H 0.6156 -7.0488 -1.3878
54 H 0.8026 -7.7482 -3.8463
55 H 2.3454 -7.6074 -3.2569
56 H 2.0604 -6.8976 -4.8117
57 H -0.2588 -5.5787 -4.6998
58 H 1.1213 -4.6086 -4.9549
59 H -0.1140 -4.0305 -3.8981
60 H 3.1015 -4.2973 -4.0444
61 C -3.6129 6.6062 3.9486
62 C -2.7621 6.8145 2.6805
63 C -3.6255 7.5713 1.6280
64 C -1.6128 7.6960 3.1704
65 C -0.4345 7.9484 2.2512
66 C -0.0025 6.6312 1.6574
67 C -1.1273 5.7128 1.0980
68 C -1.5630 6.2014 -0.3152
69 C -0.4379 4.3393 0.9881
70 N -2.1862 5.5617 2.1062
71 O -3.1972 4.7350 1.5922
72 H -2.9640 6.3385 4.7817
73 H -4.0154 7.5927 4.1748
74 H -4.4159 5.8982 3.7462
75 H -3.9901 6.8974 0.8510
76 H -4.5965 7.8810 2.0232
77 H -3.1054 8.4395 1.2284
78 H -1.9957 8.6449 3.5562
79 H -1.1497 7.2530 4.0590
80 H -0.6783 8.6822 1.4768
81 H 0.3945 8.3874 2.8088
82 H 0.5838 6.0589 2.3801
83 H 0.7104 6.8409 0.8547
84 H -1.8125 7.2568 -0.2003
85 H -2.4641 5.6703 -0.6134
86 H -0.7442 6.1282 -1.0270
87 H 0.4468 4.2547 0.3536
88 H -1.1139 3.5257 0.7185
89 H -0.0431 4.0594 1.9693
90 H -3.1724 3.9835 2.1952
91 C -2.7351 -0.6502 -3.9850
92 C -3.4501 0.6710 -3.6770
93 C -4.6472 0.8495 -4.5959
94 C -3.9647 0.6094 -2.2143
95 C -4.2700 1.9575 -1.5465
96 C -3.0828 2.8940 -1.7946
97 C -2.5631 3.0698 -3.2385
98 C -3.5454 3.9296 -4.0590
99 C -1.1153 3.6311 -3.1713
100 N -2.4162 1.6995 -3.8130
101 O -1.7998 1.7496 -5.0758
102 H -1.7845 -0.7930 -3.4686
103 H -3.3424 -1.5493 -3.8666
104 H -2.4577 -0.6578 -5.0436
105 H -5.1902 1.7821 -4.4467
106 H -4.3174 0.9177 -5.6358
107 H -5.3543 0.0287 -4.4715
108 H -4.7689 -0.1264 -2.2228
109 H -3.2274 0.1434 -1.5543
110 H -5.1286 2.4551 -2.0100
111 H -4.5444 1.8237 -0.5005
112 H -2.2443 2.5764 -1.1643
113 H -3.3187 3.8516 -1.3213
114 H -3.5131 4.9407 -3.6393
115 H -4.5744 3.6053 -3.9284
116 H -3.2625 4.0427 -5.1044
117 H -0.4886 3.1105 -2.4404
118 H -1.1266 4.6379 -2.7465
119 H -0.5415 3.6065 -4.0955
120 H -0.8713 1.5998 -4.8740
121 C 1.5079 -3.4726 3.6747
122 C 0.5525 -4.4927 4.4027
123 C 1.1044 -5.9188 4.2056
124 C 0.6932 -4.1045 5.9218
125 C -0.4216 -4.5170 6.8516
126 C -1.7750 -4.1405 6.2490
127 C -1.9674 -4.6609 4.7933
128 C -2.2636 -6.1321 4.8158
129 C -3.1910 -3.8813 4.2582
130 N -0.8020 -4.2339 3.9640
131 O -1.0317 -4.4310 2.6067
132 H 2.0302 -3.8736 2.8030
133 H 0.9611 -2.6012 3.3092
134 H 2.2897 -3.1261 4.3515
135 H 2.0425 -6.0254 4.7511
136 H 0.4384 -6.7181 4.5295
137 H 1.3133 -6.1384 3.1567
138 H 1.6197 -4.5309 6.3199
139 H 0.8984 -3.0460 6.1083
140 H -0.4284 -5.5762 7.1212
141 H -0.3441 -3.9980 7.8103
142 H -1.9668 -3.0711 6.3702
143 H -2.4571 -4.6058 6.9673
144 H -2.4600 -6.4145 3.7786
145 H -3.1304 -6.3880 5.4285
146 H -1.4803 -6.7556 5.2471
147 H -3.5772 -4.3947 3.3773
148 H -2.8996 -2.8601 4.0101
149 H -3.9721 -3.7688 5.0114
150 H -0.8018 -3.6013 2.1603
151 C -3.8273 0.3023 4.3507
152 C -2.5874 1.1167 3.8996
153 C -2.7302 1.3764 2.3982
154 C -2.6387 2.3946 4.7422
155 C -1.3687 3.2537 4.8797
156 C -0.1860 2.3316 5.2316
157 C -0.1034 1.0301 4.3942
158 C 0.5454 1.3425 3.0325
159 C 0.9383 0.2424 5.2497
160 N -1.3810 0.3754 4.2824
161 O -1.2814 -0.8974 3.7074
162 H -4.6589 0.9508 4.6199
163 H -4.1412 -0.4264 3.6020
164 H -3.5028 -0.2623 5.2271
165 H -1.9884 2.0882 2.0271
166 H -2.6324 0.4179 1.8860
167 H -3.6813 1.8526 2.1498
168 H -3.3988 3.0315 4.2822
169 H -2.8873 2.0958 5.7625
170 H -1.1314 3.7515 3.9350
171 H -1.3918 4.0119 5.6618
172 H -0.3041 2.0489 6.2819
173 H 0.7537 2.8858 5.2137
174 H 0.1659 2.2809 2.6242
175 H 0.3815 0.6146 2.2360
176 H 1.6217 1.3955 3.1865
177 H 1.8954 0.7535 5.3468
178 H 1.2023 -0.7010 4.7622
179 H 0.5444 0.0301 6.2448
180 H -1.1324 -1.3966 4.5219
181 C 0.5648 -0.2316 -7.0855
182 C 1.6417 0.0698 -6.0117
183 C 1.0613 -0.3554 -4.6540
184 C 2.8750 -0.7812 -6.2445
185 C 4.1232 -0.2865 -5.5161
186 C 4.2486 1.2135 -5.8139
187 C 3.0431 2.0856 -5.4293
188 C 2.8665 2.2507 -3.9014
189 C 3.3946 3.4568 -5.9921
190 N 1.8840 1.5310 -6.1092
191 O 0.7401 2.3547 -5.9762
192 H 0.4670 -1.2874 -7.3399
193 H -0.4018 0.1649 -6.7723
194 H 0.7956 0.2821 -8.0229
195 H 1.8965 -0.2853 -3.9570
196 H 0.3104 0.3584 -4.3108
197 H 0.6057 -1.3442 -4.6465
198 H 2.6932 -1.7667 -5.8073
199 H 3.0344 -0.8679 -7.3214
200 H 4.0572 -0.4582 -4.4380
201 H 5.0563 -0.7754 -5.7991
202 H 4.5781 1.3612 -6.8418
203 H 5.0827 1.4648 -5.1492
204 H 3.5434 3.0022 -3.4881
205 H 3.0529 1.3305 -3.3476
206 H 1.8821 2.6534 -3.6551
207 H 4.3592 3.8607 -5.6814
208 H 2.6460 4.2164 -5.7530
209 H 3.4531 3.4845 -7.0842
210 H 0.5827 2.5717 -6.9011
211 C -3.6319 -6.6900 -1.1358
212 O -3.8898 -5.3045 -1.4067
213 C -4.2659 -4.6077 -0.2351
214 C -3.9340 -3.1592 -0.4808
215 C -4.0319 -2.2975 0.7708
216 N -4.8139 -2.6696 -1.5718
217 H -4.4432 -7.1176 -0.5418
218 H -2.7683 -6.8147 -0.4746
219 H -3.4344 -7.1874 -2.0803
220 H -5.3312 -4.7171 0.0045
221 H -3.7655 -4.8929 0.7012
222 H -2.8910 -3.1256 -0.8056
223 H -4.1148 -1.2526 0.4747
224 H -3.2782 -2.4716 1.5409
225 H -4.9250 -2.6082 1.3282
226 H -5.7845 -2.7944 -1.3010
227 H -4.6559 -3.3474 -2.3108
228 C -0.1661 0.3251 -0.6974
229 C -0.8606 -0.9907 -0.4048
230 O -0.5789 -1.5163 0.8513
231 H -0.3616 0.7444 -1.6862
232 H 0.9045 0.2178 -0.5095
233 H -0.5321 1.0887 -0.0027
234 H -0.6426 -1.7574 -1.1544
235 H -1.9512 -0.8781 -0.4626
236 H -1.0461 -0.9641 1.4889

Here are the Mulliken charges for atoms 1 to 2, given in e: atom 1 (C): -1.90, atom 2 (C): 1.61